{
  "formula": "C45H118N6O6",
  "method": "the ωB97M-V functional and the def2-TZVPD basis",
  "elements": ["C", "C", "N", "C", "C", "C", "C", "H", "H", "H", "H", "H", "H", "H", "H", "H", "H", "H", "H", "H", "H", "H", "C", "C", "N", "C", "C", "C", "C", "H", "H", "H", "H", "H", "H", "H", "H", "H", "H", "H", "H", "H", "H", "H", "C", "C", "N", "C", "C", "C", "C", "H", "H", "H", "H", "H", "H", "H", "H", "H", "H", "H", "H", "H", "H", "H", "C", "C", "N", "C", "C", "C", "C", "H", "H", "H", "H", "H", "H", "H", "H", "H", "H", "H", "H", "H", "H", "H", "C", "C", "N", "C", "C", "C", "C", "H", "H", "H", "H", "H", "H", "H", "H", "H", "H", "H", "H", "H", "H", "H", "C", "C", "N", "C", "C", "C", "C", "H", "H", "H", "H", "H", "H", "H", "H", "H", "H", "H", "H", "H", "H", "H", "C", "C", "C", "O", "C", "H", "H", "H", "H", "H", "H", "H", "H", "C", "O", "H", "H", "H", "H", "C", "O", "H", "H", "H", "H", "C", "O", "H", "H", "H", "H", "C", "O", "H", "H", "H", "H", "C", "O", "H", "H", "H", "H"],
  "xyz": [[-3.43828, 3.89695, 1.87264], [-1.99003, 4.41079, 1.96917], [-1.07318, 3.37009, 2.40778], [-1.38286, 2.93455, 3.76659], [-0.69157, 1.60263, 4.10160], [0.33399, 3.77788, 2.32901], [0.82370, 4.09437, 0.93005], [-3.43318, 2.87031, 1.50397], [-3.91165, 4.50755, 1.09951], [-3.99324, 4.01393, 2.79890], [-1.67414, 4.78427, 0.99852], [-2.03662, 5.25405, 2.68018], [-1.16618, 3.73166, 4.49548], [-2.44829, 2.75687, 3.92877], [-0.74885, 0.91123, 3.26483], [0.33420, 1.82905, 4.39768], [-1.13767, 1.12758, 4.97788], [0.94794, 2.96969, 2.72517], [0.46510, 4.63272, 3.01127], [0.44029, 3.38001, 0.19682], [1.91383, 4.03276, 0.89887], [0.58363, 5.09356, 0.56248], [4.02031, -3.18193, 3.21887], [2.93278, -2.22132, 3.63352], [1.92429, -2.80156, 4.52731], [0.76638, -1.89646, 4.64414], [-0.46748, -2.54672, 5.24168], [2.38409, -3.33150, 5.78154], [3.30953, -2.43342, 6.63873], [4.69962, -2.68215, 2.52521], [3.66030, -4.10141, 2.75989], [4.66307, -3.48933, 4.05056], [3.31082, -1.33578, 4.16427], [2.44685, -1.84463, 2.73308], [1.04583, -1.01479, 5.24144], [0.54709, -1.51908, 3.64378], [-0.75998, -3.43265, 4.67138], [-0.36808, -2.82962, 6.28695], [-1.31744, -1.86727, 5.14368], [2.94775, -4.25195, 5.58910], [1.57923, -3.63689, 6.44847], [2.79386, -1.51632, 6.94481], [4.18919, -2.16453, 6.05598], [3.54571, -2.90364, 7.59237], [5.25693, 3.53593, -1.38215], [5.48101, 2.11745, -1.91727], [4.54939, 1.71952, -2.95919], [3.18190, 1.64879, -2.45682], [2.12365, 1.56412, -3.53754], [4.89309, 0.45234, -3.60059], [6.20690, 0.50417, -4.38581], [4.37266, 3.57149, -0.74592], [5.13600, 4.24166, -2.20022], [6.12731, 3.73210, -0.75568], [6.48247, 2.02837, -2.34137], [5.49695, 1.42209, -1.05922], [3.02859, 0.78000, -1.78774], [2.93750, 2.53252, -1.86635], [2.10220, 0.65354, -4.13837], [1.11175, 1.63202, -3.13148], [2.28763, 2.39424, -4.23149], [4.12397, 0.14322, -4.30486], [4.91447, -0.32956, -2.82524], [7.00848, 0.65674, -3.65623], [6.26608, 1.29189, -5.13277], [6.46420, -0.44598, -4.85590], [-4.92062, -1.73785, 6.49845], [-4.25286, -0.70344, 5.56089], [-4.64837, -0.83549, 4.17875], [-6.04645, -0.40664, 3.98248], [-6.33099, 1.07506, 4.18600], [-3.68565, -0.11623, 3.32633], [-3.92390, -0.38890, 1.85280], [-5.97621, -1.51207, 6.62601], [-4.38050, -1.76743, 7.44549], [-4.75923, -2.72990, 6.07091], [-4.44158, 0.28510, 6.01092], [-3.18535, -0.89390, 5.69914], [-6.68797, -1.03832, 4.59493], [-6.31825, -0.67785, 2.96153], [-7.35044, 1.30383, 3.87674], [-5.65095, 1.72089, 3.62705], [-6.19972, 1.39001, 5.22392], [-3.72623, 0.97147, 3.46682], [-2.70212, -0.48886, 3.60622], [-3.39644, 0.39073, 1.29031], [-3.64620, -1.39270, 1.53594], [-4.94142, -0.19242, 1.50342], [-0.85571, -2.25603, -4.99161], [0.63171, -2.01349, -5.15983], [1.47240, -3.17553, -4.91285], [2.86784, -2.79057, -5.12116], [3.16955, -2.31460, -6.53970], [1.25304, -3.75774, -3.60149], [2.14955, -4.92588, -3.26297], [-1.08905, -2.60873, -3.98392], [-1.25929, -2.94463, -5.73451], [-1.39875, -1.31430, -5.10654], [0.77040, -1.59715, -6.15674], [0.93698, -1.21066, -4.46493], [3.11528, -1.99357, -4.39845], [3.58596, -3.58555, -4.92697], [4.24677, -2.23385, -6.72060], [2.78552, -3.03898, -7.25901], [2.84440, -1.30539, -6.79979], [0.24057, -4.17327, -3.62846], [1.22651, -3.00130, -2.80471], [1.79399, -5.40548, -2.35042], [3.19103, -4.63729, -3.11303], [2.14069, -5.68113, -4.05158], [-4.28610, 4.28882, -5.06896], [-2.77827, 4.16514, -5.21894], [-2.06773, 4.18926, -3.93738], [-2.16115, 2.99023, -3.12082], [-1.94926, 1.70454, -3.91149], [-2.23309, 5.43375, -3.18737], [-1.22268, 5.59778, -2.07105], [-4.72694, 3.59479, -4.35284], [-4.81743, 4.23021, -6.02136], [-4.51069, 5.28557, -4.67973], [-2.47300, 3.28191, -5.78021], [-2.37841, 4.99801, -5.80567], [-1.34491, 3.01985, -2.39854], [-3.15093, 2.96895, -2.63510], [-2.81968, 1.44044, -4.51378], [-1.02194, 1.73013, -4.48702], [-1.80925, 0.86303, -3.23276], [-3.23538, 5.39785, -2.73331], [-2.15205, 6.24861, -3.90553], [-0.19162, 5.66634, -2.42329], [-1.35217, 4.87774, -1.26827], [-1.37534, 6.58906, -1.62603], [0.26716, -0.95177, 0.66008], [0.47506, -1.42768, -0.76882], [-0.50371, -0.58543, -1.58512], [-0.49739, 0.66955, -0.91862], [-0.35801, 0.45214, 0.49295], [1.23299, -0.99278, 1.16573], [-0.47645, -1.52980, 1.20788], [0.26644, -2.48796, -0.93538], [1.47840, -1.28674, -1.17652], [-1.51770, -1.00143, -1.61406], [-0.12662, -0.51731, -2.60587], [-1.37111, 0.44983, 0.90748], [0.13032, 1.34002, 0.88861], [-4.77695, -1.50438, -1.92978], [-5.91675, -1.11284, -2.67343], [-4.75423, -1.05902, -0.94011], [-4.79494, -2.59892, -1.84367], [-3.85272, -1.29678, -2.48122], [-6.08790, -1.71422, -3.39655], [0.93565, -4.33040, 1.73418], [1.20840, -4.98795, 2.94928], [0.60268, -5.11709, 1.05002], [0.03992, -3.71688, 1.89624], [1.74506, -3.79059, 1.23337], [1.39690, -4.28677, 3.62778], [2.87870, 1.62884, 0.87388], [2.93929, 0.52443, 1.78561], [2.24978, 1.38468, 0.01744], [2.44002, 2.51511, 1.34027], [3.89431, 1.82437, 0.51559], [3.42795, 0.86915, 2.54003], [3.91402, -1.47202, -0.35497], [3.94195, -2.80003, -0.85285], [2.89295, -1.25299, -0.04355], [4.67588, -1.36338, 0.41748], [4.05022, -0.69399, -1.12002], [4.76253, -2.95038, -1.32975], [-2.30702, -3.92521, -0.28686], [-1.84246, -4.01671, -1.62388], [-2.01069, -4.74661, 0.37036], [-1.95478, -3.01171, 0.19018], [-3.40155, -3.89447, -0.28994], [-2.00934, -4.91200, -1.93152]],
  "atomic_forces_ev_per_a": [[0.55, 0.41, -0.88], [-0.60, -0.28, 0.51], [-0.03, -0.16, 0.05], [-0.34, -0.69, 0.13], [0.26, 0.85, 0.71], [-0.50, 0.22, 0.21], [0.10, 0.43, -0.45], [-0.14, -0.08, 0.20], [-0.32, -0.07, 0.17], [-0.04, -0.21, 0.04], [0.09, 0.00, 0.00], [0.45, 0.19, -0.08], [0.41, -0.05, 0.11], [-0.11, 0.17, -0.65], [0.17, 0.04, -0.09], [0.19, -0.47, -0.28], [-0.18, 0.05, -0.05], [-0.11, -0.11, 0.06], [0.32, 0.15, -0.07], [-0.03, -0.05, 0.07], [-0.22, 0.31, -0.04], [-0.25, 0.00, 0.19], [0.90, -0.06, 0.32], [-0.21, 0.05, 0.66], [-1.40, 0.02, -0.78], [0.50, 0.01, 0.34], [-0.40, -0.11, -0.49], [1.40, -0.36, 1.14], [-0.78, 0.44, -0.31], [-0.15, -0.01, -0.14], [-0.28, 0.14, -0.08], [-0.17, 0.04, 0.11], [0.52, 0.11, -0.34], [-0.22, -0.08, 0.14], [-0.06, 0.11, 0.02], [-0.05, -0.10, -0.03], [0.20, -0.10, 0.05], [0.05, 0.08, 0.04], [0.10, 0.12, 0.18], [-0.09, 0.01, -0.12], [-0.39, 0.02, -0.48], [0.05, 0.10, -0.29], [0.24, 0.00, 0.38], [0.34, -0.32, -0.24], [0.11, -0.91, 0.00], [0.22, -0.08, -0.17], [-0.68, 0.10, -0.20], [-0.62, -0.51, 0.06], [-0.23, 0.33, -0.72], [0.41, -0.01, -0.40], [0.55, -0.25, 1.03], [0.02, 0.16, -0.02], [0.20, 0.14, 0.06], [-0.06, 0.51, -0.06], [-0.03, 0.31, 0.04], [-0.22, -0.17, 0.02], [0.23, 0.21, -0.07], [0.27, 0.04, -0.02], [0.37, -0.10, 0.14], [0.11, 0.22, 0.25], [-0.21, -0.02, -0.02], [-0.30, 0.29, 0.13], [0.31, -0.20, -0.21], [0.17, 0.15, -0.30], [-0.28, 0.10, 0.04], [-0.36, -0.07, -0.08], [0.60, 0.10, -0.72], [-0.10, -0.70, 1.57], [0.17, 0.55, 0.10], [0.39, -0.28, -0.63], [0.10, 0.25, 0.37], [-0.97, -0.63, -0.27], [-0.09, 0.87, -0.59], [-0.04, -0.27, 0.26], [-0.31, 0.32, 0.19], [-0.40, -0.01, -0.11], [0.08, 0.17, -0.32], [0.07, 0.20, -0.53], [0.04, 0.12, 0.23], [0.00, 0.04, -0.03], [-0.01, 0.05, 0.05], [-0.11, -0.14, -0.28], [-0.22, -0.13, 0.05], [0.19, 0.00, 0.26], [0.12, 0.19, 0.00], [0.43, -0.47, -0.11], [0.13, 0.03, 0.01], [-0.18, -0.26, 0.45], [-0.28, 0.14, 0.36], [-0.35, 0.20, 0.36], [0.77, -0.17, -0.91], [0.18, 0.67, -0.10], [0.47, 0.22, -0.30], [-1.01, -0.40, -0.19], [0.46, -0.09, 0.03], [-0.11, -0.12, -0.13], [0.13, -0.16, 0.07], [0.10, 0.05, -0.07], [0.33, -0.31, -0.07], [-0.05, 0.11, 0.08], [0.17, 0.14, 0.04], [-0.45, -0.35, 0.16], [0.05, -0.34, 0.29], [-0.14, 0.12, -0.06], [-0.52, -0.15, 0.16], [0.00, 0.15, 0.12], [0.38, 0.06, 0.03], [0.06, 0.09, 0.06], [-0.07, 0.01, 0.16], [-0.12, 0.09, -0.10], [-0.33, 0.64, -0.11], [0.35, 0.11, 0.49], [1.00, 0.06, -0.68], [0.06, 0.01, -0.55], [-0.14, -0.37, 0.33], [-0.17, -1.30, -0.13], [0.08, 1.17, 0.14], [0.13, -0.27, -0.15], [0.07, -0.24, 0.01], [-0.05, 0.00, 0.02], [-0.16, -0.13, 0.16], [-0.20, 0.11, 0.01], [-0.35, 0.10, 0.34], [0.16, -0.25, 0.43], [0.19, 0.11, -0.32], [-0.19, 0.23, -0.32], [-0.16, 0.15, 0.24], [-0.12, 0.58, 0.05], [-0.16, 0.15, 0.08], [0.00, -0.60, -0.10], [0.20, -0.18, -0.09], [-0.22, -0.10, 0.12], [0.35, 0.46, 0.03], [-0.91, -0.76, -0.81], [0.52, -0.28, 0.49], [0.27, 0.39, -0.51], [-0.57, -0.05, -0.60], [-0.33, 0.29, 0.38], [0.26, -0.41, -0.05], [-0.04, -0.03, 0.30], [-0.11, 0.29, 0.30], [-0.02, -0.10, 0.10], [-0.22, 0.49, -0.04], [0.11, 0.00, 0.20], [0.32, -0.32, 0.19], [0.26, -1.33, -1.00], [-0.35, 0.91, 0.48], [-0.23, 0.22, -0.10], [0.11, 0.09, 0.45], [0.02, 0.35, 0.20], [0.23, -0.22, -0.04], [-1.30, -0.81, 0.01], [0.68, 0.23, 0.39], [0.16, 0.08, -0.17], [0.26, 0.50, -0.36], [0.17, 0.14, 0.38], [-0.02, -0.27, -0.43], [0.23, -0.21, 0.17], [-0.15, 0.48, 0.03], [0.03, -0.27, 0.23], [0.45, -0.51, 0.04], [-0.17, 0.26, -0.12], [-0.04, -0.31, 0.13], [-0.04, 0.21, -0.42], [-0.26, -0.03, -0.30], [0.47, -0.39, 0.75], [-0.32, 0.32, 0.28], [0.48, -0.47, 0.01], [0.02, 0.07, 0.01], [-0.76, -0.05, 0.27], [0.37, 0.03, 0.20], [0.23, -0.14, -0.25], [0.18, 0.12, -0.34], [-0.03, 0.06, 0.16], [0.02, 0.02, -0.05]],
  "lowdin_charge": [-0.078, -0.246, -0.183, -0.251, -0.081, -0.245, -0.095, 0.065, 0.071, 0.063, 0.087, 0.120, 0.120, 0.087, 0.059, 0.066, 0.070, 0.089, 0.124, 0.078, 0.054, 0.073, -0.064, -0.246, -0.219, -0.231, -0.063, -0.246, -0.075, 0.069, 0.075, 0.071, 0.113, 0.083, 0.115, 0.099, 0.083, 0.069, 0.044, 0.118, 0.106, 0.067, 0.059, 0.072, -0.076, -0.264, -0.163, -0.265, -0.067, -0.251, -0.076, 0.040, 0.082, 0.076, 0.099, 0.108, 0.084, 0.104, 0.043, 0.059, 0.088, 0.088, 0.100, 0.056, 0.079, 0.069, -0.081, -0.284, -0.166, -0.237, -0.076, -0.249, -0.081, 0.059, 0.068, 0.076, 0.110, 0.086, 0.105, 0.099, 0.076, 0.057, 0.066, 0.089, 0.092, 0.055, 0.071, 0.066, -0.079, -0.261, -0.171, -0.258, -0.095, -0.261, -0.083, 0.048, 0.081, 0.068, 0.108, 0.093, 0.105, 0.104, 0.068, 0.080, 0.062, 0.100, 0.102, 0.074, 0.054, 0.082, -0.089, -0.254, -0.207, -0.248, -0.086, -0.261, -0.098, 0.070, 0.071, 0.062, 0.097, 0.111, 0.096, 0.119, 0.074, 0.079, 0.039, 0.110, 0.118, 0.082, 0.038, 0.075, -0.138, -0.159, -0.202, -0.146, -0.165, 0.067, 0.087, 0.099, 0.086, 0.111, 0.091, 0.088, 0.082, -0.152, -0.116, 0.065, 0.072, 0.068, 0.071, -0.174, -0.149, 0.078, 0.063, 0.072, 0.032, -0.126, -0.130, 0.069, 0.037, 0.075, 0.085, -0.160, -0.108, 0.038, 0.084, 0.041, 0.076, -0.156, -0.124, 0.080, 0.054, 0.070, 0.083],
  "lumo_ev": 0.4,
  "e_tot_ha": -2565.09717,
  "total_charge": 0,
  "homo_lumo_gap_ha": 0.301,
  "smiles": "CCN(CC)CC.CCN(CC)CC.CCN(CC)CC.CCN(CC)CC.CCN(CC)CC.CCN(CC)CC.C1CCOC1.CO.CO.CO.CO.CO",
  "homo_energy_ev": -7.78
}